C29H34Cl4N5NiO | wB97M-V/def2-TZVPD

## Properties
⟨S²⟩: 2.0087
Energy above the lowest of the compared OMol25 structures with the same formula, charge and spin (kJ/mol): 0.0
Frontier orbital gap (alpha / beta) (Ha): 0.2985 / 0.2566
LUMO (alpha / beta) (eV): -2.8 / -3.6
E (Eh): -4823.2312

```
! RIJCOSX wB97M-V def2-TZVPD def2/J DEFGRID3
* xyz 1 3
H 9.61 1.70 22.10
H 10.44 -2.24 20.85
H 10.56 -4.21 17.34
H 12.64 -3.82 15.96
C 6.13 -6.62 21.46
H 11.61 0.39 16.47
C 9.32 0.78 21.62
C 6.53 -4.52 25.13
N 7.85 -4.13 16.72
C 11.04 -5.21 19.83
C 7.74 -0.41 20.33
C 9.84 -1.35 20.72
C 10.83 -3.23 17.00
C 12.30 -1.64 15.98
H 6.32 -7.23 16.54
H 9.24 -6.33 20.13
H 10.02 -5.21 23.84
C 12.63 -2.46 24.78
Cl 13.80 -7.31 19.94
H 12.53 -1.95 25.72
H 11.11 -0.23 22.08
H 13.12 -1.58 15.28
C 13.58 -3.51 24.61
H 10.76 -1.73 23.80
C 8.01 -4.02 15.37
N 9.98 -2.30 17.51
H 7.33 1.47 21.44
C 13.61 -4.28 23.46
H 14.37 -5.04 23.37
C 7.56 -4.88 14.33
C 9.01 -5.12 24.21
H 14.34 -3.63 25.37
N 7.01 -3.72 24.17
H 9.64 -5.12 21.38
N 11.72 -3.04 22.62
C 10.22 -0.30 21.47
H 15.71 -7.35 18.71
C 8.42 -5.96 25.12
C 11.50 -0.67 16.60
C 8.26 -4.03 23.72
H 11.17 -5.64 18.83
H 8.75 -3.48 22.93
H 11.59 -5.80 20.56
H 9.83 -0.20 17.86
H 11.45 -4.20 19.84
H 6.75 -0.33 19.91
C 14.68 -7.58 18.42
O 8.78 -4.33 19.73
C 12.70 -3.98 22.49
Cl 14.23 -6.44 17.11
C 8.02 0.70 21.13
C 6.88 -6.09 14.78
C 12.01 -3.00 16.29
H 6.65 -6.39 26.25
H 6.53 -6.83 14.07
C 10.41 -0.99 17.38
C 7.33 -5.35 17.06
C 7.14 -5.72 25.57
H 8.36 -3.03 15.12
C 11.69 -2.28 23.76
H 7.28 -5.46 18.13
H 5.50 -4.34 25.41
C 6.79 -6.33 16.18
H 9.01 -6.77 25.54
H 7.70 -4.75 13.26
H 5.66 -6.00 22.22
H 6.99 -6.19 20.95
H 14.51 -8.61 18.11
N 8.62 -1.42 20.05
Ni 8.19 -2.77 18.39
C 9.59 -5.31 20.30
H 12.70 -4.60 21.61
Cl 6.68 -7.96 22.47
Cl 5.04 -7.25 20.27
*
```

C16H18Br2N3O2PdSb | wB97M-V/def2-TZVPD

## Properties
Energy above the lowest of the compared OMol25 structures with the same formula, charge and spin (kJ/mol): 37.7
Frontier orbital gap (alpha / beta) (Ha): 0.2856 / 0.2855
LUMO (alpha / beta) (eV): -7.6 / -7.6
E (Eh): -6450.7665

```
! RIJCOSX wB97M-V def2-TZVPD def2/J DEFGRID3
* xyz 2 1
H 3.20 -0.53 3.56
Pd 0.12 -0.92 1.12
C 0.27 -1.37 -3.15
C -1.91 1.65 -3.02
C -3.08 2.83 0.36
Br -1.67 -3.18 1.85
H 3.21 -3.55 1.95
C 3.42 -0.13 -0.72
C -2.93 2.42 1.66
O -3.37 3.65 -3.84
C 0.47 -1.52 -1.78
N -1.47 0.66 0.99
H 4.51 -0.11 -0.65
C -2.12 1.31 1.93
H 3.13 -0.64 -1.63
C -1.09 0.55 -2.64
H -2.01 0.94 2.94
Br 0.16 -1.23 3.57
H 3.04 0.89 -0.73
C -0.88 0.30 -1.28
H -0.65 -0.13 -4.64
H -3.43 2.93 2.46
H 3.14 0.97 2.60
C -0.49 -0.30 -3.58
H -2.03 -2.28 4.16
N -3.32 3.56 -2.64
C -1.59 1.06 -0.30
H 0.71 -2.07 -3.84
H 1.09 -2.33 -1.41
C -2.51 2.42 -2.10
C 3.52 -3.05 1.03
H -2.05 1.88 -4.07
H 4.60 -2.98 0.99
H 4.58 -0.08 2.54
O -3.88 4.28 -1.85
H -3.70 3.68 0.13
Sb 2.67 -1.12 0.99
H -0.70 -3.51 4.14
H 3.16 -3.63 0.18
C -1.17 -2.68 3.63
N -0.05 -0.70 -0.87
C 3.49 -0.06 2.63
C -2.41 2.14 -0.68
*
```

C21H17N3 | wB97M-V/def2-TZVPD

## Properties
Energy above the lowest of the compared OMol25 structures with the same formula, charge and spin (kJ/mol): 289.5
Frontier orbital gap (Ha): 0.3284
LUMO (eV): 0.5
E (Eh): -974.5980

```
! RIJCOSX wB97M-V def2-TZVPD def2/J DEFGRID3
* xyz 0 1
H 0.77 -1.64 -3.17
H -2.94 1.51 -4.14
C 0.01 0.66 -0.06
C 1.20 -4.40 0.20
C 0.42 0.63 1.39
N 1.86 0.77 1.23
H -1.11 -2.85 -1.81
C -0.15 2.63 4.55
H -0.87 3.03 0.72
H -1.31 4.94 2.24
C 0.13 -4.25 -0.71
H 1.48 -5.39 0.59
C -0.63 -0.24 -2.35
C -0.59 3.87 4.04
C -1.68 0.63 -2.64
C -2.11 0.82 -3.96
C -0.39 -0.72 -4.75
H 2.63 -3.27 1.42
C 0.01 1.56 3.66
N 2.60 0.66 2.23
H -2.12 1.17 -1.80
C -0.17 1.70 2.27
H 2.06 -1.16 0.51
C -0.65 2.92 1.78
H 0.11 -1.28 -5.55
C -1.46 0.17 -5.03
C -0.85 4.03 2.66
C -0.29 -2.96 -1.11
C 1.86 -3.25 0.65
C 0.35 -1.78 -0.63
H 0.24 0.58 4.05
H -0.37 -5.15 -1.06
H -1.79 0.31 -6.07
C 1.47 -2.01 0.17
N 3.48 0.62 2.97
H 0.09 -0.36 1.78
H -0.80 4.69 4.73
H -0.36 1.68 -0.29
C -0.09 -0.38 -0.95
C -0.02 -0.94 -3.42
H -0.04 2.44 5.64
*
```

C5H8O | wB97M-V/def2-TZVPD

## Properties
Energy above the lowest of the compared OMol25 structures with the same formula, charge and spin (kJ/mol): 136.1
SMILES: C1C[C@@H]2C[C@@H]2O1
Frontier orbital gap (Ha): 0.3753
LUMO (eV): 1.1
E (Eh): -270.5060

```
! RIJCOSX wB97M-V def2-TZVPD def2/J DEFGRID3
* xyz 0 1
H 0.73 1.47 1.61
H 0.28 0.20 -2.08
H 0.80 -1.97 -0.05
H -0.46 -0.92 1.80
C -0.35 -0.40 0.85
C 0.31 0.94 0.76
H -0.69 -1.62 -0.93
C -1.18 0.84 0.58
C 0.13 -1.17 -0.36
H -1.81 1.21 1.40
H 1.84 -0.47 -1.58
O 1.12 1.02 -0.37
H -1.60 0.98 -0.41
C 0.87 -0.11 -1.21
*
```